Density functional theory data (the ωB97M-V functional and the def2-TZVPD basis) for C18H11BrFN4O9Rb as an isolated structure at a distorted geometry.

* charge: -2
* largest force on an atom: 2.829 eV/A
* energy above the lowest of the compared OMol25 structures with the same formula, charge and spin: 11.42 kcal per mole
* highest occupied orbital energy: -3.40 eV

Positions of all 45 atoms, in Å:
Rb -3.615 -10.414 -9.577
O -1.575 -16.192 -12.625
C -2.059 -14.936 -12.252
C -3.389 -14.656 -12.343
C -3.826 -13.455 -11.810
N -2.981 -12.536 -11.330
C -1.671 -12.799 -11.289
C -1.163 -14.023 -11.709
C -0.624 -11.849 -10.746
O 0.507 -12.056 -11.239
O -0.916 -11.042 -9.837
C -5.368 -13.132 -11.800
O -6.011 -13.930 -12.503
O -5.764 -12.232 -10.984
H -2.331 -16.722 -12.927
H -4.079 -15.376 -12.717
H -0.136 -14.196 -11.662
Br -3.850 -12.417 -2.803
C -3.029 -11.339 -4.129
C -3.798 -10.565 -4.974
C -3.168 -10.004 -6.086
C -1.835 -10.182 -6.291
C -1.160 -10.910 -5.309
N -1.749 -11.484 -4.277
H -4.877 -10.500 -4.805
H -3.808 -9.339 -6.653
H -1.247 -9.720 -7.137
H -0.041 -10.959 -5.364
F -8.651 -10.946 -12.965
C -9.006 -10.114 -11.952
C -8.365 -10.265 -10.745
N -8.708 -9.526 -9.638
C -7.945 -9.728 -8.409
C -6.576 -9.011 -8.470
O -6.329 -8.481 -9.578
O -5.919 -9.118 -7.400
C -9.565 -8.490 -9.747
O -9.902 -7.795 -8.816
N -10.001 -8.223 -10.987
C -9.856 -8.985 -12.180
O -10.430 -8.670 -13.215
H -7.609 -11.074 -10.602
H -7.633 -10.772 -8.329
H -8.463 -9.426 -7.502
H -10.542 -7.373 -11.087

Atoms 1-6, force components in eV/Å:
-0.61 0.11 -0.06
-0.32 0.35 -0.11
1.28 -0.93 0.29
-0.29 0.40 0.46
-0.46 1.20 -0.19
0.09 0.07 0.31